Formula: C44H33CsIN6O2PS6
Source: the OMol25 dataset
Level of theory: ωB97M-V/def2-TZVPD

E_HOMO   -2.179 eV
Charge   -2
E   -5224.0713 hartree
Orbital gap   5.4 eV

Each line ends with the Mulliken charge.
Cartesian coordinates (Å):
Cs 0.44679 -0.95301 -0.69792  1.488
O 4.04520 -1.67643 2.53297  -0.702
C 3.32273 -1.72245 1.53718  -0.493
N 2.86077 -0.71071 0.78404  0.358
C 3.56296 0.40025 0.50915  -0.604
O 4.77754 0.50899 0.35155  -0.776
C 2.71796 1.66819 0.32936  0.680
C 3.39601 2.88558 0.29972  -0.594
C 2.66316 4.05795 0.25736  -0.593
C 1.27520 3.98443 0.22559  -0.797
C 0.68765 2.73229 0.21542  -0.851
N 1.38487 1.59303 0.27090  1.004
C 2.83442 -3.10665 1.11149  0.664
C 3.61696 -4.20243 1.46437  -0.684
C 3.25482 -5.45814 1.00887  -0.385
C 2.10567 -5.59189 0.23995  -0.712
C 1.35734 -4.45651 -0.02381  -0.457
N 1.71390 -3.23530 0.39168  0.184
H 4.47684 2.86457 0.31526  0.559
H 3.16276 5.01935 0.24984  0.423
H 0.66078 4.87524 0.19330  0.456
H -0.39195 2.62399 0.15376  0.396
H 4.49268 -4.03096 2.07525  0.481
H 3.86046 -6.32499 1.24837  0.394
H 1.78929 -6.55246 -0.14792  0.436
H 0.42959 -4.51580 -0.59241  0.315
N -2.86106 2.63042 -3.42066  0.014
C -1.74576 3.34475 -3.81475  0.485
C -1.56104 4.39659 -4.70852  -1.088
C -0.27157 4.88970 -4.82806  -0.502
C 0.79282 4.34212 -4.09158  -0.903
C 0.59496 3.30019 -3.20382  -0.181
C -0.70270 2.81253 -3.05106  0.218
N -1.17758 1.80324 -2.21876  0.054
C -2.45004 1.72128 -2.47136  0.081
C -3.40398 0.80093 -1.83844  -0.310
C -4.58272 0.40782 -2.38579  -0.475
S -5.36050 -0.69156 -1.34018  -0.208
C -4.04221 -0.55775 -0.24046  -0.277
N -3.11341 0.26383 -0.60349  0.267
H -3.79063 2.71038 -3.78721  0.213
H -2.37965 4.80809 -5.28775  0.379
H -0.07722 5.70787 -5.51165  0.358
H 1.79164 4.73975 -4.23436  0.406
H 1.41651 2.85267 -2.65673  0.751
H -4.99442 0.64468 -3.35735  0.368
H -4.04929 -1.10826 0.69525  0.318
C -3.99279 1.94882 5.40602  -0.414
C -3.14207 0.95138 5.88253  -0.691
C -2.38589 0.19865 4.99684  -0.061
C -2.46853 0.42441 3.61993  -0.324
C -3.31955 1.42242 3.15711  -0.188
C -4.07989 2.18428 4.04407  -0.513
P -1.47671 -0.52486 2.37160  0.303
C -1.99132 -2.24572 2.75624  0.495
C -1.16346 -3.28222 2.32157  -1.251
C -1.52865 -4.60723 2.49735  -0.505
C -2.74960 -4.92053 3.07767  -0.630
C -3.60295 -3.90019 3.47347  -0.635
C -3.22612 -2.57017 3.31479  -0.403
C 0.12234 -0.38122 3.29092  1.056
C 0.71420 0.88075 3.24667  -1.175
C 1.90720 1.13645 3.90662  -0.465
C 2.52671 0.12811 4.63161  -0.447
C 1.94073 -1.12649 4.69744  -0.655
C 0.74786 -1.38341 4.03110  -0.244
H -4.58157 2.53914 6.09904  0.354
H -3.06940 0.76467 6.94847  0.386
H -1.71808 -0.57003 5.37089  0.355
H -3.38441 1.60077 2.08764  0.296
H -4.73774 2.95827 3.66695  0.412
H -0.22732 -3.04788 1.82132  1.023
H -0.87173 -5.39202 2.14194  0.429
H -3.04623 -5.95628 3.19817  0.347
H -4.57039 -4.13581 3.90254  0.377
H -3.90372 -1.78450 3.62898  0.372
H 0.23804 1.66868 2.67626  0.370
H 2.36957 2.11418 3.82138  0.383
H 3.47878 0.30892 5.11630  0.317
H 2.43339 -1.92456 5.24036  0.354
H 0.31534 -2.37364 4.08544  0.462
C 0.97180 2.11160 -6.77045  -0.258
S 0.66845 0.49197 -7.52028  -0.164
C 2.13089 -0.36165 -7.09359  -0.078
C 2.55266 -0.64715 -5.82251  -0.194
S 1.89807 -0.16641 -4.32537  -0.122
S 4.04478 -1.59906 -5.83495  -0.039
C 4.29468 -1.77366 -7.52435  0.048
S 5.57391 -2.59408 -8.21358  -0.368
S 3.10054 -0.95325 -8.42369  -0.133
H 0.04794 2.68353 -6.88002  0.203
H 1.79091 2.62514 -7.27365  0.331
H 1.19049 1.96993 -5.71195  -0.186
I -2.35769 -3.38545 -1.08145  -0.688